112
Properties=species:S:1:pos:R:3 method="wB97M-V/def2-TZVPD" homo_lumo_gap_ev=5.60 e_homo_ev=-4.20 total_charge=-1 energy_ha=-52796.7031
C 1.09768 -1.55277 6.13771
C 1.20209 -0.08560 6.53619
C 0.82660 0.85380 5.41410
C 1.12292 2.33615 5.70085
C -0.11995 3.18265 5.86215
C -0.96428 2.82963 7.09848
C -2.47630 2.71984 6.88227
B -2.99063 1.65956 5.78102
O -3.01855 0.24840 6.38252
C -3.95860 -0.44222 5.61376
C -4.59519 0.61075 4.67259
O -4.40878 1.81376 5.36360
H 0.38617 -1.67950 5.33441
H 0.74328 -2.15702 6.96116
H 2.06118 -1.93783 5.82918
H 0.58307 0.10123 7.40007
H 2.22535 0.11934 6.83368
H 1.37429 0.55463 4.52687
H -0.22905 0.71933 5.20719
H 1.73866 2.40069 6.59292
H 1.72696 2.72722 4.89035
H -0.69198 3.11982 4.94294
H 0.21323 4.21415 5.96074
H -0.78499 3.61183 7.83165
H -0.60739 1.91430 7.55499
H -2.90926 2.38255 7.82014
H -2.88048 3.71026 6.70439
H -2.25475 1.53701 4.78400
H -4.75332 -0.76519 6.29363
H -3.55784 -1.32247 5.10883
H -5.64461 0.37771 4.52724
H -4.04907 0.68855 3.73676
Br -1.16511 3.95716 2.31401
C -1.75376 2.36558 1.36262
C -1.03764 1.13081 1.83400
Br 0.78475 1.06000 1.13493
H -1.58830 2.54989 0.30571
H -2.82029 2.28586 1.56208
H -1.53013 0.24043 1.44852
H -0.97076 1.07072 2.91519
Br -0.77722 1.73715 -3.17862
C 0.74787 0.53025 -3.27743
C 0.30538 -0.90379 -3.38015
Br -0.36689 -1.54634 -1.67943
H 1.34773 0.72194 -2.39271
H 1.30490 0.81897 -4.16632
H 1.14594 -1.54480 -3.63370
H -0.49099 -1.04755 -4.10298
Br 1.68187 -4.43245 -3.86676
C 0.38464 -5.50349 -2.89202
C 0.85095 -5.79885 -1.49428
Br 2.23047 -7.17306 -1.47053
H 0.21576 -6.40122 -3.47806
H -0.52547 -4.90764 -2.87071
H 0.03295 -6.19741 -0.89854
H 1.26767 -4.92596 -1.00318
Br -4.43287 0.15066 -1.11464
C -5.01629 1.26536 -2.59442
C -5.48777 0.44719 -3.76839
Br -3.99149 -0.34215 -4.72251
H -4.17643 1.90194 -2.85218
H -5.82979 1.87245 -2.20441
H -6.00104 1.07714 -4.49091
H -6.13588 -0.36942 -3.47032
Br -3.80393 7.06729 8.87040
C -3.74860 8.11884 7.23602
C -3.95536 7.27064 6.00947
Br -2.38555 6.22187 5.57359
H -2.78914 8.62418 7.22509
H -4.54737 8.85083 7.33293
H -4.13974 7.90488 5.14515
H -4.77367 6.56736 6.12595
Br 3.24173 5.44265 -4.05638
C 2.02500 4.26438 -3.09298
C 2.54947 3.89285 -1.73461
Br 3.97802 2.57285 -1.84018
H 1.86358 3.39916 -3.72538
H 1.09513 4.81894 -2.99919
H 1.76764 3.42553 -1.13751
H 2.95434 4.74396 -1.19890
Br 0.36810 -4.46290 -7.89661
C 1.85526 -5.71436 -7.96108
C 1.37775 -7.13963 -8.04975
Br 0.69900 -7.74839 -6.33816
H 2.44968 -5.53605 -7.07026
H 2.42766 -5.44697 -8.84611
H 2.20211 -7.80364 -8.29870
H 0.57739 -7.26648 -8.77050
Br -2.51435 -6.28993 -5.08897
C -3.74273 -7.30166 -3.97826
C -3.20237 -7.45895 -2.58191
Br -1.74491 -8.74516 -2.50536
H -3.90105 -8.25259 -4.47497
H -4.67265 -6.73843 -3.95978
H -3.97049 -7.83747 -1.91222
H -2.80812 -6.52673 -2.19186
Br 5.04507 -6.28608 -3.89482
C 6.46901 -4.98569 -3.64832
C 6.31314 -4.22664 -2.35753
Br 4.91027 -2.88563 -2.46450
H 6.45546 -4.33257 -4.51399
H 7.39269 -5.55965 -3.64022
H 7.22340 -3.67701 -2.13012
H 6.06185 -4.87560 -1.52564
Br 5.38918 4.05724 -7.70324
C 6.83115 5.31661 -7.36878
C 6.68249 6.00511 -6.03916
Br 5.29115 7.36007 -6.07467
H 6.83032 6.01737 -8.19635
H 7.74529 4.72831 -7.38830
H 7.59847 6.53100 -5.78128
H 6.41997 5.31629 -5.24227

125
Properties=species:S:1:pos:R:3 method="wB97M-V/def2-TZVPD" homo_lumo_gap_ev=10.41 e_homo_ev=-10.57 energy_ha=-6792.7123
Cl -17.21883 -8.11547 -14.80755
C -16.46681 -8.98678 -13.48795
C -14.95991 -8.67688 -13.60958
Cl -14.61073 -6.92892 -13.39699
H -16.69135 -10.04152 -13.64673
H -16.93105 -8.69007 -12.54745
H -14.56755 -9.02591 -14.56474
H -14.34035 -9.14532 -12.84485
Cl -14.15909 -9.44196 -0.78258
C -14.74190 -9.69295 -2.47539
C -14.91638 -11.22761 -2.75626
Cl -15.59923 -11.39226 -4.38477
H -14.04030 -9.23839 -3.17484
H -15.71798 -9.21686 -2.56869
H -15.67450 -11.66334 -2.10549
H -13.96088 -11.75208 -2.74947
Cl -20.68155 -9.75739 -2.03625
C -22.31587 -10.49580 -2.31750
C -22.23239 -12.01127 -2.37884
Cl -21.20705 -12.62671 -3.79150
H -22.78453 -10.01068 -3.17371
H -22.92513 -10.07679 -1.51667
H -23.24123 -12.40725 -2.49522
H -21.84970 -12.50846 -1.48751
Cl -20.74478 1.35271 -10.99049
C -22.48019 1.29842 -11.47044
C -22.69612 0.36853 -12.65376
Cl -22.62279 -1.30224 -12.27050
H -22.81780 2.28139 -11.79891
H -23.01121 1.00697 -10.56427
H -21.94122 0.56501 -13.41511
H -23.58665 0.69133 -13.19310
C -12.13319 -5.74032 -8.45895
N -12.03164 -6.29132 -7.03351
O -11.68675 -7.46268 -6.85603
O -12.20545 -5.55064 -6.08908
H -11.50160 -6.24163 -9.19235
H -11.84095 -4.69046 -8.48110
H -13.20896 -5.83211 -8.60860
C -19.52201 0.90505 -3.30162
N -18.32795 0.31569 -3.98256
O -17.22253 0.37907 -3.41615
O -18.55592 -0.14989 -5.10543
H -19.42288 1.98900 -3.35916
H -19.47848 0.50320 -2.28933
H -20.40124 0.54669 -3.83699
C -12.03204 -12.78048 -8.51085
N -12.99490 -12.70621 -9.67928
O -13.98631 -11.93603 -9.60699
O -12.90128 -13.51398 -10.61798
H -12.26929 -11.87068 -7.95942
H -11.02586 -12.81434 -8.92866
H -12.31819 -13.65720 -7.92984
C -15.73291 1.12615 -14.38813
O -16.14585 1.51344 -15.68984
C -15.40578 2.26326 -16.43693
O -14.26358 2.65275 -16.21191
O -16.11284 2.48565 -17.60672
C -15.49973 3.19631 -18.72188
H -14.89174 0.43750 -14.30873
H -16.61207 0.64149 -13.96357
H -15.44533 1.98455 -13.78104
H -14.47307 2.90250 -18.94036
H -15.54604 4.27049 -18.54274
H -16.08863 2.97285 -19.61145
C -19.31980 -8.98164 -8.37115
O -19.66006 -7.66588 -8.70176
C -18.72573 -6.69554 -8.74225
O -17.53230 -6.80938 -8.31572
O -19.25289 -5.65687 -9.50993
C -18.60016 -4.49324 -9.63869
H -18.41977 -9.19222 -8.94882
H -20.00913 -9.77438 -8.66185
H -19.08092 -9.13752 -7.31913
H -18.79354 -4.13695 -10.65050
H -17.52935 -4.63134 -9.48902
H -19.07847 -3.73352 -9.02053
C -21.32770 -12.24957 -12.74996
O -20.04937 -12.90831 -12.69648
C -19.88379 -14.09410 -12.06031
O -20.78087 -14.58659 -11.34629
O -18.59064 -14.53581 -12.28511
C -18.09522 -15.57408 -11.45000
H -21.37300 -11.37199 -13.39486
H -21.47589 -11.80901 -11.76403
H -22.08361 -13.00807 -12.95338
H -18.16501 -15.30736 -10.39545
H -17.03394 -15.79907 -11.55570
H -18.58900 -16.51226 -11.70319
C -27.73365 -11.75930 -2.80550
O -27.00061 -11.49813 -3.90755
C -27.27584 -12.17645 -5.09386
O -28.29534 -12.88422 -5.29761
O -26.16366 -12.00716 -5.78676
C -25.93534 -12.76056 -6.94978
H -28.69006 -11.24479 -2.89858
H -27.15307 -11.36203 -1.97292
H -27.93812 -12.81040 -2.60186
H -26.19070 -13.80683 -6.78174
H -24.87417 -12.77408 -7.19846
H -26.65250 -12.42977 -7.70100
C -27.04174 -0.26994 -4.71249
O -26.55101 -1.51623 -5.27261
C -25.30632 -1.60919 -5.78374
O -24.44028 -0.72044 -5.78801
O -25.14939 -2.77694 -6.39130
C -23.92374 -3.30342 -6.98120
H -27.87040 -0.32806 -4.00676
H -27.39533 0.41072 -5.48694
H -26.28358 0.11446 -4.03018
H -23.21972 -3.75291 -6.28090
H -23.46060 -2.44021 -7.45918
H -24.12410 -3.95123 -7.83460
C -16.90071 -4.79436 -2.72281
O -17.69693 -4.69783 -1.57258
C -17.29668 -3.98949 -0.48249
O -16.23795 -3.41502 -0.40231
O -18.26224 -4.07011 0.54223
C -18.18405 -3.38654 1.80078
H -15.84337 -4.89514 -2.47793
H -16.91054 -3.88021 -3.31637
H -17.33355 -5.64560 -3.24830
H -18.97544 -3.55732 2.53060
H -18.09707 -2.31305 1.63292
H -17.22873 -3.72273 2.20381

109
Properties=species:S:1:pos:R:3 method="wB97M-V/def2-TZVPD" homo_lumo_gap_ev=9.74 e_homo_ev=-9.68 energy_ha=-2702.3327
N -3.54901 2.69643 -3.45857
C -4.54189 2.03007 -4.28935
O -5.20085 2.75920 -5.08619
C -4.90174 0.47757 -4.24897
C -4.23641 -0.30754 -2.98269
C -3.64609 -1.74144 -3.38184
C -3.70349 -2.70528 -2.06688
O -4.46942 -2.67296 -1.09809
N -2.56595 -3.63614 -2.36896
C -1.47877 -2.66432 -2.77725
C -0.24853 -3.64520 -3.03229
F -0.41658 -4.55683 -4.10528
F 1.00159 -2.97535 -3.21085
C -0.03638 -4.56515 -1.70930
F 0.15045 -3.77758 -0.53742
F 1.21023 -5.27282 -1.89425
C -2.13213 -1.82845 -3.98853
C -2.43014 -2.59331 -5.38598
O -1.40757 -2.37294 -6.38269
O -1.69028 -3.17468 -7.46281
C -1.30407 -0.44990 -4.07321
F -1.90084 0.48721 -4.97387
F -1.09281 0.13137 -2.78220
F 0.01170 -0.64631 -4.58848
H -3.24369 3.59023 -3.88904
H -2.70580 2.12795 -3.30628
H -4.57776 0.02134 -5.24354
H -6.04990 0.38940 -4.22561
H -3.52887 0.35592 -2.38474
H -5.12788 -0.51558 -2.28013
H -4.49502 -2.19129 -4.00266
H -2.92163 -4.17286 -3.18611
H -1.27284 -2.14927 -1.78321
H -0.82679 -5.37511 -1.60080
H -3.42917 -2.28832 -5.85151
H -2.49569 -3.73888 -5.23589
H -0.84082 -3.67138 -7.59045
C -2.75429 1.18208 2.27120
C -3.43439 1.51714 0.95386
C -4.45397 2.63155 1.12488
O -4.08491 0.35172 0.44596
H -3.48373 0.83491 3.01064
H -2.03245 0.37258 2.13579
H -2.23183 2.05110 2.67787
H -2.68235 1.81682 0.21795
H -5.24315 2.33608 1.82396
H -4.94320 2.85439 0.17265
H -3.98261 3.54407 1.49723
H -4.75193 0.07866 1.08926
C 1.96478 3.49260 4.75192
C 0.65527 2.71982 4.72280
C 0.74941 1.44010 5.53826
O 0.32374 2.39741 3.37428
H 2.77782 2.89900 4.32160
H 1.88647 4.40350 4.15222
H 2.23770 3.76894 5.77359
H -0.15024 3.34739 5.11432
H 1.51998 0.77576 5.13468
H -0.19381 0.88989 5.49859
H 0.98615 1.65459 6.58398
H 1.02955 1.84193 3.01848
C 3.80090 -2.69558 0.92772
C 4.63275 -2.97391 -0.31483
C 4.10938 -2.20157 -1.51506
O 4.60497 -4.37038 -0.60059
H 2.76109 -3.00432 0.77808
H 4.18088 -3.26581 1.77977
H 3.81602 -1.63269 1.18338
H 5.67540 -2.70101 -0.12792
H 3.08050 -2.49344 -1.74818
H 4.70842 -2.41949 -2.40326
H 4.13367 -1.12394 -1.33252
H 3.68629 -4.62205 -0.76758
C 0.76577 -3.05524 4.85702
C -0.53337 -2.28695 4.67078
C -1.61839 -3.17024 4.07493
O -0.30581 -1.17117 3.81241
H 1.14400 -3.42095 3.89681
H 1.53941 -2.40548 5.27506
H 0.62750 -3.90896 5.52531
H -0.86842 -1.89254 5.63414
H -1.32233 -3.53979 3.08772
H -2.54229 -2.60249 3.93603
H -1.82819 -4.02751 4.71970
H -0.00901 -1.50934 2.95703
C -2.20998 6.96821 3.26721
C -2.75129 6.23493 2.04999
C -2.27634 6.88020 0.75759
O -4.17738 6.24293 2.08724
H -2.55670 8.00657 3.28343
H -2.56884 6.50049 4.18789
H -1.11701 6.96520 3.27638
H -2.43080 5.18976 2.07807
H -2.62540 7.91552 0.68706
H -2.68251 6.34988 -0.10794
H -1.18539 6.87461 0.69097
H -4.47050 7.16318 2.06271
C 8.39282 -0.94534 -2.04969
C 8.87340 0.10468 -1.06043
C 9.96733 -0.44446 -0.15808
O 7.77536 0.54221 -0.26200
H 7.97059 -1.81010 -1.52733
H 7.59933 -0.54063 -2.68357
H 9.20997 -1.28914 -2.68893
H 9.24817 0.97665 -1.60318
H 9.59950 -1.29164 0.42985
H 10.29495 0.31680 0.55486
H 10.83175 -0.77334 -0.74047
H 7.43668 -0.22216 0.22233

106
Properties=species:S:1:pos:R:3 method="wB97M-V/def2-TZVPD" homo_lumo_gap_ev=6.79 e_homo_ev=-4.78 total_charge=-1 energy_ha=-3486.4545
C 1.05736 0.87587 1.83011
C 1.40129 0.11812 0.44694
N 0.38490 0.46151 -0.55718
C -0.13239 -0.61277 -1.39615
O -0.96378 -0.32530 -2.47907
C -2.13526 0.46106 -2.44150
C -1.83510 1.62198 -3.56972
C -0.26764 1.77484 -3.90536
C 0.26373 0.91180 -5.16875
N 0.56957 2.58592 -3.29920
P -2.56086 1.47473 -0.90112
O -1.61827 2.71110 -0.68479
C -3.53384 -0.34304 -2.80628
C -2.98779 -1.57781 -3.74681
O -2.38281 -1.11353 -4.97833
C -2.26623 -2.15359 -5.94098
C -1.28462 -3.42901 -5.77346
O -2.95376 -2.09863 -6.98265
C -4.13847 -1.14554 -1.54792
C -5.50641 -0.63490 -0.90732
C -6.83747 -1.32038 -1.54368
C -5.49918 -1.18131 0.63912
N -4.44623 0.37942 -3.67050
F -5.36832 -0.36085 -4.34618
C -5.10832 1.59282 -3.22130
O -4.64093 2.76930 -3.08568
O -6.48912 1.48105 -2.98108
P -0.77444 -2.14956 -0.41967
S -1.34164 -1.72844 1.41281
S 1.43926 -1.28687 -2.28175
C 2.63982 0.09740 -2.70130
O 0.98919 -2.04337 -3.53507
O 2.22387 -2.26940 -1.45801
H 1.99021 1.37052 2.26085
H 0.15236 1.56525 1.73859
H 0.74648 0.04718 2.57593
H 2.42512 0.51594 0.07448
H 1.55743 -0.97770 0.69416
H 0.51263 1.35899 -1.03643
H -2.32104 1.39478 -4.57311
H -2.14568 2.66563 -3.18279
H -0.04230 -0.18241 -5.12008
H -0.30797 1.35697 -6.07387
H 1.36858 1.09318 -5.39174
H 0.02392 3.06809 -2.54819
H -2.35559 0.65719 0.28332
H -3.90519 1.93886 -0.82049
H -2.31966 -2.30356 -3.13905
H -3.86022 -2.27456 -4.06190
H -1.23545 -3.74012 -4.67304
H -1.64100 -4.25811 -6.46738
H -0.22695 -3.13009 -6.09219
H -4.32831 -2.25725 -1.82334
H -3.40556 -1.21851 -0.65113
H -5.61077 0.49896 -0.79408
H -7.71610 -0.87181 -0.93889
H -6.81171 -2.45452 -1.36011
H -7.02182 -1.02289 -2.62545
H -4.97837 -2.18974 0.74566
H -4.90808 -0.38542 1.23042
H -6.56066 -1.16269 1.08935
H -1.94164 -2.73777 -1.05133
H 0.17139 -3.20832 -0.30986
H 2.71644 0.22735 -3.82975
H 2.43255 1.05664 -2.12420
H 3.68739 -0.25255 -2.35596
C 5.24280 0.13205 1.77636
C 5.70552 0.88946 0.53937
C 6.37985 -0.00853 -0.49900
C 7.66616 -0.69611 -0.02992
C 8.76690 0.24792 0.45730
C 9.27179 1.18782 -0.62863
H 6.07969 -0.32470 2.30901
H 4.74369 0.81387 2.46990
H 4.53292 -0.65471 1.50728
H 6.37323 1.70488 0.83476
H 4.83324 1.36264 0.07445
H 6.59052 0.58656 -1.39442
H 5.66996 -0.78276 -0.81401
H 8.05500 -1.30178 -0.85566
H 7.42857 -1.40281 0.77303
H 9.60824 -0.35709 0.81247
H 8.42203 0.82878 1.31769
H 9.66585 0.62598 -1.48016
H 10.07663 1.81756 -0.23775
H 8.48188 1.85256 -0.98755
C -2.47104 -0.63086 5.30254
C -1.80575 0.73772 5.35163
C -0.39730 0.70176 5.94656
C -0.31698 0.24103 7.40579
C -1.14708 1.06311 8.39334
C -0.70396 2.51686 8.48106
H -2.60443 -1.05311 6.30116
H -3.45981 -0.55232 4.84348
H -1.87783 -1.33016 4.70742
H -2.44014 1.43617 5.90659
H -1.74083 1.12962 4.33081
H 0.04876 1.69793 5.85396
H 0.22783 0.03623 5.33968
H 0.73309 0.26250 7.71766
H -0.62756 -0.80766 7.47357
H -1.05126 0.60973 9.38610
H -2.20901 1.01546 8.13561
H 0.34438 2.58872 8.78446
H -1.30733 3.05082 9.22137
H -0.82478 3.03475 7.52621